Entry 1:
The following is a quantum chemistry calculation of one molecule with the formula C20H18ClNO4S2, from the OMol25 dataset.

Frontier orbital gap in eV: 6.6
Energy relative to the best compared isomer or geometry (same formula, charge and spin) in kcal per mole: 0.0

Geometry (Å):
Cl1 2.2243 2.6281 5.2010
S1 -0.8504 -1.5311 -4.2661
S2 -3.0984 0.3310 -4.9449
O1 1.7324 -0.9508 -0.3820
O2 0.5266 0.8951 -1.6496
O3 -2.9126 -0.1157 2.4744
O4 -0.7355 -0.3519 2.8654
N1 -1.2232 0.7181 -3.0974
C1 3.0245 0.3332 4.0437
C2 2.5019 -0.2560 1.7685
C3 -2.5675 -0.2300 -0.2788
C4 0.2095 -1.1185 -2.9262
C5 3.1079 -0.5533 2.9904
C6 1.8176 0.9547 1.6207
C7 2.8652 -2.8220 -0.8128
C8 -1.6634 -0.4182 2.1025
C9 1.7322 1.8422 2.6713
C10 2.5429 -1.1811 0.6595
C11 2.3330 1.5250 3.8806
C12 -2.3915 1.2913 -0.3508
C13 -1.7763 2.0047 -2.7261
C14 -0.0931 0.2314 -2.4506
C15 1.9064 -1.9336 -1.2892
C16 1.1269 -2.0120 -2.4663
C17 -1.7748 -0.0478 -4.0692
C18 -2.8827 1.8931 -1.6735
C19 -1.5618 -0.8793 0.6712
C20 3.2714 -2.3389 0.4315
H1 -2.9281 0.1506 3.4072
H2 -3.7070 1.3003 -2.0740
H3 -3.2546 2.9043 -1.5037
H4 -0.5402 -0.6893 0.3383
H5 4.0065 -2.7712 1.0784
H6 -1.3372 1.5402 -0.2193
H7 3.4837 0.1032 4.9924
H8 1.3641 1.1881 0.6696
H9 -3.5831 -0.4650 0.0426
H10 1.2011 2.7746 2.5612
H11 1.2522 -2.9282 -3.0276
H12 -2.1698 2.4747 -3.6307
H13 -2.4275 -0.6754 -1.2652
H14 -2.9380 1.7431 0.4777
H15 -0.9450 2.5950 -2.3319
H16 3.6301 -1.4881 3.1198
H17 -1.7137 -1.9629 0.6830
H18 3.2150 -3.7014 -1.3147

Cartesian forces (eV/Å) of the 3 atoms listed first:
-0.0244 0.1822 0.2208
-0.2724 0.2919 -0.0294
-0.0435 -0.1588 -0.1462

=====

Entry 2:
The following is a quantum chemistry calculation of C9H16OPPm as an isolated structure, from the OMol25 dataset.

Multiplicity: 5
Frontier orbital gap (spin up / spin down) in eV: 4.1 / 3.7
Energy relative to the best compared isomer or geometry (same formula, charge and spin) in kcal per mole: 36.6

Geometry (Å):
Pm1 -0.9133 -0.2480 -1.0565
P1 -2.0030 1.8652 0.8923
O1 1.1104 0.2635 0.2395
C1 -2.9836 -0.9403 -2.0959
C2 2.6568 1.2816 1.6527
C3 -2.0365 -1.9040 -2.6066
C4 -1.3568 -2.5897 -1.5216
C5 -1.8621 -2.1645 -0.1919
C6 3.3975 0.6891 0.4089
C7 -3.0564 -1.0464 -0.6384
C8 1.2671 0.7401 1.5617
C9 2.4017 -0.0415 -0.4277
H1 2.6828 2.3828 1.6794
H2 1.2417 -0.1810 2.2221
H3 -3.3624 -0.0905 -2.7639
H4 -3.6892 -0.1755 -0.2519
H5 3.9356 1.4590 -0.1327
H6 -1.1626 -2.5756 0.6434
H7 -1.4097 3.1343 1.1546
H8 -3.3262 2.4168 0.9541
H9 2.5921 -1.1274 -0.3262
H10 -2.0676 1.5219 2.2866
H11 -1.7286 -2.0322 -3.6293
H12 2.2802 0.2006 -1.5147
H13 4.1469 0.0352 0.8784
H14 3.1690 0.8988 2.5406
H15 -0.3816 -3.2016 -1.8045
H16 0.4578 1.4293 1.8475

Cartesian forces (eV/Å) of the 3 atoms listed first:
1.9350 2.5230 0.2422
-0.5521 0.6568 0.6087
0.2077 0.0845 -1.4662

=====

| no. | total energy (eV) |
| --- | --- |
| 1 | -64906.081 |
| 2 | -37474.887 |